No. 1
Entry from OMol25: an isolated molecule of C4H4S2 in a non-equilibrium geometry (wB97M-V/def2-TZVPD).

Structure (ORCA input):
```
! RIJCOSX wB97M-V def2-TZVPD def2/J DEFGRID3
* xyz 0 1
S 2.761 -1.072 -0.279
C 1.766 -0.061 0.579
C 0.407 0.244 0.192
C -0.421 -0.344 -0.659
C -2.009 -0.098 -0.432
S -2.604 1.226 0.370
H 2.181 0.238 1.615
H -0.151 0.738 1.042
H -0.129 -0.919 -1.406
H -2.865 -0.973 -0.794
*
```

The relative energy (zero: lowest compared OMol25 entry of this formula, charge and spin) is 67.8 kcal per mole. As for the SMILES: S=C/C=C/C=S. The HOMO-LUMO gap is 7.18 eV. The highest occupied orbital energy comes out at -9.0041 eV. The value obtained for the electronic energy is -951.0645 Ha.

***

No. 2
Entry from OMol25: a structure of composition C34H38B2F4LuN8O3S2 in a non-equilibrium geometry (wB97M-V/def2-TZVPD).

Structure (ORCA input):
```
! RIJCOSX wB97M-V def2-TZVPD def2/J DEFGRID3
* xyz -1 1
Lu -0.101 1.463 -0.541
N 1.013 6.113 -0.051
C 0.778 4.788 0.187
S -0.823 4.221 -0.010
N 1.849 4.106 0.544
N 1.602 2.786 0.678
C 2.541 2.107 1.176
C 2.388 0.656 1.406
C 3.414 -0.117 1.945
C 3.142 -1.461 2.169
C 1.911 -1.995 1.807
C 0.974 -1.143 1.260
N 1.187 0.160 1.083
H 0.279 6.632 -0.482
H 1.956 6.439 -0.144
H 3.456 2.611 1.488
H 4.372 0.374 2.188
H 3.916 -2.048 2.618
H 1.671 -3.042 1.916
H -0.002 -1.458 0.920
C 5.752 -0.856 -4.229
C 6.064 -0.122 -2.931
N 5.297 1.122 -2.769
C 5.966 2.378 -3.061
C 5.727 2.836 -4.501
C 4.007 1.087 -2.327
S 3.132 2.503 -2.152
N 3.598 -0.198 -2.106
C 2.387 -0.619 -1.810
O 1.327 0.047 -1.554
C 2.298 -2.126 -1.672
C 3.432 -2.917 -1.531
C 3.308 -4.288 -1.257
C 2.062 -4.898 -1.202
C 0.935 -4.114 -1.454
C 1.060 -2.751 -1.699
H 6.421 -1.702 -4.359
H 5.924 -0.178 -5.062
H 4.721 -1.223 -4.240
H 7.113 0.164 -2.892
H 5.841 -0.755 -2.080
H 7.028 2.235 -2.889
H 5.589 3.145 -2.371
H 6.244 2.158 -5.171
H 6.091 3.855 -4.670
H 4.660 2.821 -4.738
H 4.409 -2.464 -1.550
H 4.198 -4.856 -1.094
H 1.994 -5.945 -0.953
H -0.067 -4.538 -1.484
H 0.166 -2.167 -1.864
B -3.165 -2.478 -1.956
C -2.112 -1.405 -1.448
N -1.431 -0.539 -1.102
H -4.158 -1.825 -2.251
H -2.759 -3.035 -2.958
H -3.410 -3.265 -1.069
C -3.428 -1.483 4.842
O -3.762 -1.583 3.480
C -5.032 -1.843 3.140
C -5.994 -2.338 4.020
C -7.279 -2.605 3.576
C -7.646 -2.403 2.264
C -6.722 -1.868 1.383
C -5.443 -1.564 1.826
N -4.534 -1.033 0.844
C -3.718 -0.009 0.973
C -3.616 0.947 2.007
C -4.613 1.357 2.961
C -4.360 2.413 3.792
C -3.126 3.088 3.739
C -2.149 2.724 2.867
C -2.355 1.644 1.965
O -1.436 1.293 1.180
H -2.458 -0.994 4.874
H -3.365 -2.478 5.288
H -4.149 -0.867 5.380
H -5.730 -2.517 5.064
H -8.022 -2.972 4.266
H -8.652 -2.636 1.898
H -6.977 -1.680 0.344
H -4.423 -1.643 -0.015
H -2.996 0.097 0.187
H -5.576 0.877 2.973
H -5.120 2.725 4.486
H -2.982 3.911 4.445
H -1.191 3.209 2.839
F -2.227 2.107 -1.634
B -1.701 2.404 -2.990
F -2.223 3.587 -3.436
F -1.932 1.361 -3.831
F -0.237 2.495 -2.696
*
```

The relative energy (zero: lowest compared OMol25 entry of this formula, charge and spin) is 0.0 kcal per mole. The HOMO-LUMO gap is 6.39 eV. The highest occupied orbital energy comes out at -4.8437 eV. The value obtained for the electronic energy is -4463.7817 Ha.

***

No. 3
Entry from OMol25: an isolated molecule of C4H11NOS in a non-equilibrium geometry (wB97M-V/def2-TZVPD).

Structure (ORCA input):
```
! RIJCOSX wB97M-V def2-TZVPD def2/J DEFGRID3
* xyz 0 1
N -1.243 0.606 -1.380
C -0.544 -0.082 -0.298
C -0.839 -1.581 -0.249
O -2.002 -1.876 0.550
C 0.983 0.190 -0.429
C 1.477 1.293 0.514
S 1.164 0.933 2.249
H -1.544 -0.027 -2.117
H -2.093 1.060 -1.064
H -0.940 0.334 0.620
H 0.056 -2.144 0.054
H -1.130 -1.914 -1.254
H -1.710 -2.007 1.468
H 1.626 -0.690 -0.356
H 1.055 0.550 -1.456
H 0.999 2.218 0.199
H 2.504 1.465 0.244
H 2.183 1.672 2.705
*
```

The relative energy (zero: lowest compared OMol25 entry of this formula, charge and spin) is 31.2 kcal per mole. As for the SMILES: N[C@@H](CO)CCS. The HOMO-LUMO gap is 9.91 eV. The highest occupied orbital energy comes out at -9.1340 eV. The value obtained for the electronic energy is -687.1596 Ha.

***

No. 4
Entry from OMol25: a cluster of 2 separate species, C7H16O2 in total in a non-equilibrium geometry (wB97M-V/def2-TZVPD).

Structure (ORCA input):
```
! RIJCOSX wB97M-V def2-TZVPD def2/J DEFGRID3
* xyz 0 1
C 0.738 -1.689 0.610
C 0.701 -0.229 0.955
C 1.375 0.691 -0.072
C 2.900 0.594 -0.044
O 1.069 2.042 0.199
O 0.869 0.340 -1.345
H 1.714 -2.056 0.315
H 0.358 -2.303 1.423
H -0.055 -1.826 -0.206
H 1.123 -0.026 1.940
H -0.414 0.046 0.943
H 3.212 -0.402 -0.344
H 3.322 1.324 -0.734
H 3.266 0.812 0.955
H 0.106 2.133 0.235
H 1.304 0.896 -2.002
C -2.297 -1.406 -0.109
C -2.401 -0.120 0.265
C -2.334 1.017 -0.714
H -2.112 -1.674 -1.140
H -2.638 -2.198 0.540
H -2.834 0.118 1.231
H -3.289 1.133 -1.231
H -1.563 0.823 -1.459
H -2.122 1.961 -0.212
*
```

The relative energy (zero: lowest compared OMol25 entry of this formula, charge and spin) is 38.4 kcal per mole. As for the SMILES: CCC(C)(O)O.C=CC. The HOMO-LUMO gap is 10.28 eV. The highest occupied orbital energy comes out at -9.4012 eV. The value obtained for the electronic energy is -426.7547 Ha.

***

No. 5
Entry from OMol25: an isolated molecule of C22H27N5O3 in a non-equilibrium geometry (wB97M-V/def2-TZVPD).

Structure (ORCA input):
```
! RIJCOSX wB97M-V def2-TZVPD def2/J DEFGRID3
* xyz 0 1
C -4.647 0.742 -5.037
C -4.156 1.690 -4.262
C -3.671 1.467 -2.862
N -2.322 1.966 -2.686
C -1.337 1.214 -2.165
O -1.472 0.058 -1.828
C 0.013 1.935 -2.046
N 0.643 1.494 -0.815
C -0.130 1.706 0.325
O -1.150 2.374 0.272
C 0.447 1.078 1.468
C 1.655 0.397 1.403
N 1.990 -0.084 2.621
C 1.000 0.282 3.407
N 0.043 0.987 2.779
C -1.208 1.459 3.315
C -2.171 0.301 3.595
C -2.580 -0.490 2.346
C -3.291 -1.774 2.772
C -3.481 0.327 1.425
N 2.361 0.289 0.247
C 3.595 -0.487 0.209
C 3.288 -1.947 -0.003
C 3.175 -2.458 -1.289
C 2.854 -3.790 -1.482
C 2.640 -4.618 -0.393
C 2.742 -4.110 0.891
C 3.063 -2.778 1.087
C 1.848 0.807 -0.919
O 2.434 0.714 -1.976
H -4.997 0.944 -6.035
H -4.724 -0.278 -4.699
H -4.084 2.710 -4.618
H -4.340 1.976 -2.154
H -3.646 0.403 -2.620
H -2.165 2.943 -2.871
H 0.666 1.643 -2.872
H -0.113 3.020 -2.026
H 0.964 0.050 4.453
H -1.636 2.147 2.585
H -1.008 2.002 4.245
H -1.697 -0.379 4.308
H -3.065 0.712 4.069
H -1.678 -0.768 1.789
H -3.573 -2.355 1.898
H -2.644 -2.389 3.395
H -4.192 -1.540 3.335
H -4.380 0.643 1.953
H -2.968 1.204 1.044
H -3.775 -0.277 0.570
H 4.097 -0.332 1.165
H 4.196 -0.095 -0.614
H 3.331 -1.805 -2.135
H 2.769 -4.182 -2.485
H 2.390 -5.658 -0.545
H 2.570 -4.752 1.742
H 3.132 -2.372 2.085
*
```

The relative energy (zero: lowest compared OMol25 entry of this formula, charge and spin) is 1.6 kcal per mole. As for the SMILES: C=CCNC(=O)Cn1c(=O)c2c(ncn2CCC(C)C)n(Cc2ccccc2)c1=O. The HOMO-LUMO gap is 9.11 eV. The highest occupied orbital energy comes out at -8.3994 eV. The value obtained for the electronic energy is -1354.1129 Ha.

***

No. 6
Entry from OMol25: a structure of composition C28H27EuN3SSi in a non-equilibrium geometry (wB97M-V/def2-TZVPD).

Structure (ORCA input):
```
! RIJCOSX wB97M-V def2-TZVPD def2/J DEFGRID3
* xyz 1 7
C -0.833 -3.912 0.780
C -1.526 -3.070 -0.139
C -0.559 -2.576 -1.078
H -2.616 -2.905 -0.176
C 0.730 -3.116 -0.736
C 0.553 -3.929 0.428
H 1.343 -4.486 0.951
H -1.304 -4.491 1.572
H -0.772 -1.899 -1.915
H 1.674 -2.927 -1.264
Eu 0.274 -1.308 1.221
C 0.759 3.062 -1.163
H 1.746 3.110 -1.699
H 0.896 2.264 -0.465
H -0.612 1.103 -1.477
Si -0.670 2.388 -2.256
C -2.335 3.247 -2.217
C -3.408 2.410 -2.565
H -3.208 1.389 -2.859
C -4.702 2.921 -2.574
H -5.542 2.256 -2.812
C -4.935 4.293 -2.285
H -5.997 4.699 -2.314
C -3.853 5.137 -1.954
H -4.051 6.176 -1.715
C -2.541 4.622 -1.950
H -1.683 5.286 -1.772
C -0.269 1.989 -4.062
C -0.980 2.391 -5.248
H -1.910 3.002 -5.134
C -0.478 2.044 -6.537
H -1.065 2.340 -7.406
C 0.708 1.310 -6.630
H 1.078 1.046 -7.631
C 1.392 0.850 -5.515
H 2.270 0.226 -5.582
C 0.902 1.199 -4.221
H 1.440 0.855 -3.302
H 0.728 4.032 -0.508
H 0.158 3.768 -2.296
N 2.159 -1.716 5.401
C 1.850 -3.056 5.501
C 2.256 -3.955 6.471
C 1.899 -5.304 6.244
C 1.217 -5.680 5.084
C 0.833 -4.732 4.099
C 1.167 -3.386 4.325
N 1.054 -2.241 3.542
C 1.662 -1.223 4.222
C 1.946 0.129 3.808
C 2.603 1.146 4.495
S 2.867 2.513 3.477
C 2.100 1.652 2.163
N 1.645 0.464 2.467
H 2.712 -1.182 6.078
H 2.791 -3.593 7.334
H 2.173 -6.056 7.001
H 0.979 -6.747 4.952
H 0.303 -5.023 3.197
H 2.903 1.094 5.511
H 2.078 2.104 1.135
*
```

The expectation value of S² is 12.05. The relative energy (zero: lowest compared OMol25 entry of this formula, charge and spin) is 1.5 kcal per mole. The HOMO-LUMO gap (spin up / spin down) is 5.68 / 5.27 eV. The highest occupied orbital energy (spin up / spin down) comes out at -9.1595 / -8.7451 eV. The value obtained for the electronic energy is -2645.0249 Ha.

***

No. 7
Entry from OMol25: a cluster of 13 separate species, C13H52N26O13 in total in a non-equilibrium geometry (wB97M-V/def2-TZVPD).

Structure (ORCA input):
```
! RIJCOSX wB97M-V def2-TZVPD def2/J DEFGRID3
* xyz 0 1
C -3.566 3.100 -0.850
O -4.583 3.013 -1.557
N -3.603 2.730 0.480
N -2.357 3.613 -1.236
H -2.753 2.523 0.991
H -4.187 1.892 0.453
H -2.200 3.874 -2.182
H -1.538 3.618 -0.605
C 4.841 1.455 -0.963
O 3.759 1.955 -0.983
N 5.387 1.074 -2.128
N 5.520 1.226 0.196
H 6.294 0.648 -2.120
H 4.826 1.174 -2.984
H 5.155 1.423 1.135
H 6.159 0.485 0.300
C 2.543 1.418 -4.069
O 3.644 1.488 -4.578
N 2.049 0.328 -3.384
N 1.559 2.382 -4.105
H 1.132 0.278 -2.986
H 2.619 -0.486 -3.411
H 1.707 3.315 -4.518
H 0.651 2.242 -3.679
C -3.526 0.089 -3.642
O -2.789 -0.812 -3.344
N -3.298 1.437 -3.526
N -4.688 -0.197 -4.378
H -2.634 1.687 -2.787
H -4.030 2.109 -3.463
H -5.250 0.609 -4.664
H -4.758 -1.022 -4.964
C -1.191 -4.342 -1.166
O 0.108 -4.253 -1.220
N -1.870 -4.687 -2.264
N -1.828 -4.324 0.022
H -1.408 -4.482 -3.177
H -2.858 -4.705 -2.314
H -1.320 -3.786 0.742
H -2.810 -4.146 0.016
C 2.365 -2.738 2.989
O 1.952 -2.263 4.055
N 3.649 -2.953 2.739
N 1.529 -2.994 1.967
H 3.804 -3.581 1.907
H 4.376 -2.917 3.411
H 0.526 -3.079 2.178
H 1.897 -3.510 1.230
C -1.527 -1.178 3.246
O -1.423 -2.011 2.325
N -0.515 -0.898 4.085
N -2.677 -0.566 3.539
H 0.322 -1.549 4.133
H -0.767 -0.340 4.903
H -2.804 0.161 4.265
H -3.493 -0.907 3.058
C -4.934 -1.519 -0.074
O -4.874 -1.812 1.140
N -3.862 -0.807 -0.599
N -5.851 -1.957 -0.986
H -3.087 -1.025 0.021
H -3.630 -0.933 -1.578
H -5.702 -2.001 -1.984
H -6.827 -1.904 -0.758
C -1.678 2.566 4.362
O -2.185 1.643 5.048
N -2.463 3.304 3.498
N -0.320 2.793 4.443
H -3.349 2.927 3.363
H -2.137 4.142 3.036
H -0.029 3.455 3.729
H 0.151 2.091 4.979
C 3.759 -3.259 -1.024
O 4.889 -2.867 -0.844
N 2.656 -2.372 -1.166
N 3.359 -4.593 -1.032
H 1.745 -2.763 -1.464
H 2.851 -1.402 -1.396
H 2.419 -4.889 -1.213
H 4.123 -5.237 -1.037
C 3.007 1.113 2.388
O 3.868 1.987 2.348
N 2.174 0.978 3.505
N 2.738 0.399 1.319
H 1.416 0.245 3.510
H 2.524 1.396 4.351
H 1.958 -0.252 1.418
H 2.950 0.824 0.433
C 1.187 3.678 0.313
O 0.164 3.635 1.033
N 2.404 3.845 0.890
N 1.061 3.577 -1.055
H 3.280 3.449 0.468
H 2.354 3.751 1.888
H 1.863 3.370 -1.620
H 0.318 2.964 -1.365
C -0.511 0.255 -1.016
O -0.558 1.236 -1.776
N -0.398 -0.982 -1.564
N -0.584 0.364 0.374
H -0.491 -1.735 -0.885
H -0.981 -1.215 -2.375
H -0.609 -0.361 1.067
H -0.275 1.277 0.769
*
```

The relative energy (zero: lowest compared OMol25 entry of this formula, charge and spin) is 18.4 kcal per mole. The HOMO-LUMO gap is 9.66 eV. The highest occupied orbital energy comes out at -9.6308 eV. The value obtained for the electronic energy is -2928.9431 Ha.

***

No. 8
Entry from OMol25: an isolated molecule of C5H5FO in a non-equilibrium geometry (wB97M-V/def2-TZVPD).

Structure (ORCA input):
```
! RIJCOSX wB97M-V def2-TZVPD def2/J DEFGRID3
* xyz 0 1
C 1.284 -2.066 0.893
C 1.060 -1.166 0.135
C 0.857 -0.009 -0.706
F 2.031 0.645 -0.974
C -0.113 0.990 0.264
C -1.553 0.792 -0.088
O 0.359 1.691 1.096
H 1.426 -2.839 1.589
H 0.365 -0.230 -1.654
H -1.705 1.012 -1.143
H -1.817 -0.252 0.074
H -2.194 1.431 0.514
*
```

The relative energy (zero: lowest compared OMol25 entry of this formula, charge and spin) is 40.0 kcal per mole. As for the SMILES: C#C[C@H](F)C(C)=O. The HOMO-LUMO gap is 10.39 eV. The highest occupied orbital energy comes out at -9.6033 eV. The value obtained for the electronic energy is -368.5347 Ha.

***

No. 9
Entry from OMol25: a structure of composition C16H21Cl2F2O15Pb in a non-equilibrium geometry (wB97M-V/def2-TZVPD).

Structure (ORCA input):
```
! RIJCOSX wB97M-V def2-TZVPD def2/J DEFGRID3
* xyz 1 1
Pb -35.423 -15.939 -25.346
O -31.919 -17.197 -23.574
C -33.131 -17.262 -23.943
O -34.014 -16.884 -23.162
O -33.422 -17.392 -25.146
H -32.153 -16.993 -22.665
C -33.957 -20.615 -25.046
C -34.555 -22.050 -24.997
C -35.145 -22.500 -26.313
O -34.587 -23.751 -26.581
C -33.633 -23.998 -25.761
O -32.869 -24.916 -25.921
O -33.485 -22.948 -24.881
H -33.469 -20.299 -24.124
H -34.788 -19.924 -25.186
H -33.272 -20.479 -25.883
H -35.258 -22.199 -24.178
H -34.887 -21.714 -27.022
H -36.215 -22.628 -26.147
C -31.600 -14.319 -21.651
C -30.291 -14.171 -22.265
C -30.244 -14.477 -23.765
O -29.660 -13.382 -24.312
C -29.505 -12.397 -23.471
O -29.027 -11.325 -23.755
O -29.944 -12.792 -22.250
H -31.651 -13.953 -20.625
H -31.871 -15.361 -21.825
H -32.348 -13.896 -22.320
H -29.561 -14.778 -21.728
H -31.186 -14.818 -24.194
H -29.572 -15.336 -23.748
C -30.653 -17.447 -26.944
Cl -29.149 -17.109 -26.057
Cl -30.340 -18.054 -28.580
H -31.253 -18.165 -26.384
H -31.249 -16.534 -26.943
C -34.043 -15.486 -19.465
C -34.882 -16.733 -19.622
O -36.044 -16.406 -18.933
C -35.791 -15.444 -18.023
O -36.573 -15.147 -17.102
O -34.613 -14.819 -18.389
F -34.263 -17.810 -19.051
H -34.068 -14.926 -20.399
H -32.976 -15.644 -19.314
H -35.121 -16.879 -20.676
C -30.535 -20.982 -23.666
C -29.812 -19.776 -24.152
O -29.467 -20.151 -25.511
C -30.350 -21.034 -25.936
O -30.599 -21.263 -27.128
O -30.951 -21.545 -24.825
F -28.741 -19.517 -23.434
H -31.346 -20.550 -23.080
H -29.882 -21.605 -23.055
H -30.372 -18.842 -24.122
*
```

The HOMO-LUMO gap is 4.38 eV. The highest occupied orbital energy comes out at -12.7181 eV. The value obtained for the electronic energy is -3063.5062 Ha.

***

No. 10
Entry from OMol25: an isolated molecule of C3H5N3S in a non-equilibrium geometry (wB97M-V/def2-TZVPD).

Structure (ORCA input):
```
! RIJCOSX wB97M-V def2-TZVPD def2/J DEFGRID3
* xyz 0 1
H -2.264 -1.249 -0.199
N -2.179 -0.285 -0.016
C -0.949 -0.035 -0.035
C -0.594 1.447 0.025
S 1.158 1.557 -0.032
C 1.441 -0.210 -0.082
N 2.586 -0.740 -0.008
H 2.524 -1.745 0.178
N 0.188 -0.833 0.032
H -1.040 2.031 -0.772
H -0.979 1.885 0.976
H 0.108 -1.822 -0.066
*
```

The relative energy (zero: lowest compared OMol25 entry of this formula, charge and spin) is 14.1 kcal per mole. As for the SMILES: [H]/N=C1/CS/C(=N/[H])N1. The HOMO-LUMO gap is 9.80 eV. The highest occupied orbital energy comes out at -9.2252 eV. The value obtained for the electronic energy is -679.7628 Ha.

***

Q: Which of these has the lowest electronic energy?
A: C34H38B2F4LuN8O3S2

***

Q: What is the electronic energy in the eighth record?
A: -368.5347 Ha

***

Q: Among the records above, which one has the highest electronic energy?
A: C5H5FO